Density functional theory data (ωB97M-V/def2-TZVPD) for C3H5NO2 in the gas phase.

The geometry in ORCA input format:
```
! RIJCOSX wB97M-V def2-TZVPD def2/J DEFGRID3
* xyz 0 1
C 0.719 -0.638 -0.097
C -0.405 -0.786 -1.123
O -0.295 -0.862 -2.317
O -0.635 1.593 -0.567
C -0.439 1.321 0.602
N 0.192 0.177 0.985
H 1.643 -0.224 -0.515
H -1.368 -0.931 -0.589
H 0.922 -1.659 0.245
H -0.785 1.966 1.424
H 0.451 0.044 1.952
*
```

SMILES   O=CCNC=O
Energy   -8776.667 eV
ΔE to the lowest compared entry with this formula, charge and spin   99.2 kJ/mol
HOMO-LUMO gap   10.40 eV
HOMO   -9.749 eV